{
  "formula": "C47H103N5O2",
  "method": "ωB97M-V with the def2-TZVPD basis set",
  "species": ["C", "C", "C", "N", "C", "C", "C", "C", "C", "C", "H", "H", "H", "H", "H", "H", "H", "H", "H", "H", "H", "H", "H", "H", "H", "H", "H", "H", "H", "H", "C", "C", "C", "N", "C", "C", "C", "C", "C", "C", "H", "H", "H", "H", "H", "H", "H", "H", "H", "H", "H", "H", "H", "H", "H", "H", "H", "H", "H", "H", "C", "C", "C", "N", "C", "C", "C", "C", "C", "C", "H", "H", "H", "H", "H", "H", "H", "H", "H", "H", "H", "H", "H", "H", "H", "H", "H", "H", "H", "H", "C", "C", "C", "N", "C", "C", "C", "C", "C", "C", "H", "H", "H", "H", "H", "H", "H", "H", "H", "H", "H", "H", "H", "H", "H", "H", "H", "H", "H", "H", "C", "C", "C", "N", "C", "C", "C", "C", "C", "C", "H", "H", "H", "H", "H", "H", "H", "H", "H", "H", "H", "H", "H", "H", "H", "H", "H", "H", "H", "H", "C", "C", "O", "O", "H", "H", "H"],
  "positions_angstrom": [[-0.11358, 3.43883, 5.39752], [-0.67781, 2.11856, 4.91992], [-1.29537, 1.25822, 6.09212], [-1.87772, -0.20546, 5.85023], [-2.49563, -0.75416, 7.20558], [-2.95111, -2.28999, 7.12695], [-1.82822, -3.11793, 6.65396], [-1.27427, -2.65993, 5.31741], [-0.68830, -1.20287, 5.39849], [-3.00328, 0.01493, 4.83079], [0.88467, 3.29913, 5.81233], [-0.80924, 3.97150, 6.04593], [0.15022, 4.03019, 4.52070], [0.02564, 1.55338, 4.30851], [-1.45590, 2.19942, 4.16088], [-2.14672, 1.76924, 6.54175], [-0.64877, 1.03988, 6.94202], [-1.72478, -0.67535, 7.97218], [-3.27407, -0.02467, 7.42912], [-3.24890, -2.66016, 8.10796], [-3.75578, -2.43876, 6.40690], [-1.07031, -3.08690, 7.43671], [-2.03877, -4.18157, 6.54240], [-0.48783, -3.37624, 5.07966], [-2.02000, -2.86507, 4.54936], [0.06064, -1.11765, 6.18584], [-0.30601, -0.72423, 4.49691], [-3.62871, -0.85627, 4.63600], [-2.55647, 0.36397, 3.89986], [-3.61485, 0.76187, 5.33692], [2.86487, 0.06208, 5.37881], [3.06719, -1.35653, 4.78695], [2.74946, -1.49614, 3.28069], [3.26558, -2.82542, 2.62004], [2.33755, -3.97396, 3.13557], [2.68204, -5.32335, 2.46467], [2.38290, -5.17756, 0.96261], [3.23143, -4.08227, 0.38118], [3.10971, -2.62726, 1.07666], [4.81363, -3.02188, 2.85041], [1.86391, 0.46642, 5.22820], [3.45204, 0.77910, 4.80503], [3.03541, 0.04728, 6.45528], [2.31698, -1.98946, 5.26096], [4.04412, -1.70718, 5.11974], [3.31538, -0.69680, 2.80228], [1.73275, -1.27476, 2.95604], [1.30042, -3.65016, 3.04830], [2.49559, -4.10663, 4.20586], [2.07426, -6.09603, 2.93550], [3.71594, -5.58071, 2.69470], [1.30854, -5.00606, 0.89594], [2.46321, -6.15710, 0.49128], [3.07667, -3.93835, -0.68814], [4.21134, -4.55826, 0.34493], [2.16787, -2.17534, 0.76554], [3.86602, -1.90322, 0.77356], [5.11358, -3.83070, 2.18412], [4.92720, -3.20374, 3.91911], [5.37740, -2.10227, 2.69364], [0.09624, -3.11730, -1.64380], [-1.06349, -3.49347, -0.73467], [-2.25034, -2.51063, -0.54793], [-3.34305, -2.97044, 0.51714], [-4.33459, -1.78471, 0.71709], [-5.38107, -1.62711, -0.32817], [-6.10363, -2.92925, -0.76341], [-5.02291, -3.97123, -1.08316], [-4.06608, -4.29461, 0.12071], [-2.62685, -3.11057, 1.90187], [-0.13676, -3.45271, -2.65440], [1.03266, -3.54969, -1.29128], [0.18465, -2.03153, -1.60672], [-0.72717, -3.53047, 0.30149], [-1.44058, -4.44445, -1.11086], [-2.76668, -2.27372, -1.47818], [-1.82265, -1.63627, -0.05733], [-3.74331, -0.90363, 0.96641], [-4.85634, -1.92834, 1.66327], [-4.95666, -1.14134, -1.20681], [-6.13472, -0.90193, -0.02119], [-6.63367, -2.78257, -1.70450], [-6.75445, -3.32701, 0.01526], [-4.42736, -3.78566, -1.97701], [-5.50555, -4.94509, -1.16529], [-3.26482, -4.89925, -0.30412], [-4.54694, -4.77645, 0.97201], [-3.33783, -3.36216, 2.68883], [-2.14926, -2.13234, 1.95741], [-1.98247, -3.98676, 1.82999], [7.12142, 1.30354, -4.14735], [6.12915, 1.18245, -2.96746], [4.78759, 0.53217, -3.25766], [3.78192, 0.73485, -2.11965], [2.69598, -0.34685, -2.35156], [1.92097, -0.11360, -3.64460], [1.30203, 1.27790, -3.68464], [2.25939, 2.39853, -3.34454], [3.11303, 2.12346, -2.11900], [4.35045, 0.65193, -0.66800], [7.78357, 2.16527, -4.23144], [6.61586, 1.29186, -5.11294], [7.68484, 0.37133, -4.18787], [5.88133, 2.16528, -2.56654], [6.71641, 0.70552, -2.18276], [5.01260, -0.50913, -3.48821], [4.40378, 1.14846, -4.07067], [3.21003, -1.30417, -2.26555], [2.04053, -0.32290, -1.48098], [2.49170, -0.37204, -4.53656], [1.15059, -0.88270, -3.58909], [0.97757, 1.40682, -4.71721], [0.37763, 1.24718, -3.10788], [2.79273, 2.65316, -4.26041], [1.77366, 3.31338, -3.00510], [3.96093, 2.79234, -1.97147], [2.51896, 2.25290, -1.21434], [3.52435, 0.74673, 0.03675], [5.18162, 1.35208, -0.58406], [4.74928, -0.35926, -0.58731], [-1.90994, 2.65746, -2.53126], [-1.46093, 3.43829, -3.75244], [-2.61788, 4.14983, -4.52898], [-2.41889, 4.65815, -5.95488], [-3.58311, 5.63988, -6.37099], [-3.28540, 6.34735, -7.73876], [-1.91809, 7.06192, -7.75064], [-0.80038, 6.06767, -7.43027], [-1.09520, 5.37989, -6.02611], [-2.42909, 3.46169, -7.03034], [-2.42168, 3.27982, -1.79717], [-1.13284, 2.07146, -2.04053], [-2.65136, 1.91878, -2.83582], [-1.05611, 2.74332, -4.48813], [-0.52452, 3.96046, -3.55600], [-2.89114, 5.00070, -3.90492], [-3.44825, 3.44446, -4.56114], [-3.67922, 6.29981, -5.50881], [-4.54579, 5.12912, -6.39233], [-4.10934, 6.98698, -8.05516], [-3.30216, 5.53146, -8.46135], [-1.71354, 7.82408, -6.99873], [-1.69247, 7.49181, -8.72654], [0.20863, 6.47240, -7.50900], [-0.75145, 5.23738, -8.13478], [-1.21202, 6.13578, -5.24953], [-0.20845, 4.77979, -5.82203], [-1.67026, 2.77975, -6.64664], [-2.20925, 3.85341, -8.02348], [-3.44513, 3.06736, -7.04710], [0.36885, 2.03778, 0.98272], [-0.01229, 0.59001, 1.11196], [-0.99522, 0.36029, 1.79924], [0.64062, -0.28635, 0.50877], [0.02398, 2.48730, 0.05154], [1.42783, 2.23992, 1.14337], [-0.21453, 2.61895, 1.69687]],
  "forces_ev_per_a": [[0.516, -0.213, -0.588], [-1.115, -1.966, -0.031], [0.039, -1.054, 0.601], [0.589, -0.445, -0.261], [0.112, -0.630, -1.058], [-0.480, 1.721, -0.449], [1.486, -0.594, 0.031], [1.044, 0.515, 0.223], [-2.597, 0.481, 0.107], [0.721, -0.347, 0.696], [-0.274, -0.086, 0.790], [0.333, 0.106, 0.013], [-0.566, 0.277, -0.078], [0.557, -0.193, 0.468], [-0.364, 0.662, 0.214], [-0.032, 0.232, -0.204], [0.597, 0.462, -0.211], [0.156, 0.126, -0.156], [-0.199, -0.372, 0.130], [-0.312, 0.510, 0.027], [-0.477, 0.373, 0.292], [0.503, 0.006, -0.125], [-0.540, 0.041, 0.205], [0.467, 0.295, -0.163], [-0.114, 0.735, -0.162], [-0.126, -0.091, 0.087], [-0.084, -0.448, -0.255], [0.359, -0.197, 0.270], [-0.058, 0.089, 0.062], [-0.134, 0.093, -0.500], [-0.347, -0.187, -1.145], [-1.745, -0.244, 0.348], [2.261, 0.477, -0.080], [-0.710, 1.678, -0.468], [1.636, -0.533, 0.255], [-0.654, 1.135, -0.181], [-1.066, -0.668, 1.144], [0.637, 1.004, -0.600], [0.251, -2.711, 0.126], [-1.852, -0.068, 0.787], [-0.381, -0.405, 0.012], [0.605, 0.073, 0.567], [0.420, 0.211, -0.228], [0.182, -0.286, 0.503], [0.028, -0.072, -0.498], [0.276, -0.085, -0.425], [-0.257, -0.627, 0.288], [0.100, 0.120, -0.617], [0.358, 0.461, 0.066], [-0.088, 0.022, -0.079], [0.079, -0.007, -0.180], [-0.224, 0.473, -0.106], [0.654, 0.208, -0.382], [-0.474, 0.148, -0.033], [0.619, 0.759, 0.469], [-0.440, -0.060, 0.737], [0.281, -0.405, 0.107], [0.184, 0.175, 0.440], [0.116, -0.677, -0.249], [-0.481, 0.109, -0.562], [-0.743, 0.932, 0.004], [-1.165, -0.305, 0.937], [0.014, -0.312, 0.419], [0.129, -0.021, 0.929], [0.145, -0.812, 1.219], [-0.833, 0.293, -1.560], [1.800, 0.049, -0.212], [-0.066, -1.388, 1.890], [0.543, 2.083, -1.829], [-0.685, -0.314, -2.041], [0.328, 0.139, -0.056], [-0.194, -0.128, -0.116], [0.334, 0.137, -0.212], [0.492, -0.778, -0.156], [0.028, -0.263, 0.542], [-0.124, 0.083, 0.230], [-0.182, 0.415, -0.325], [0.302, 0.101, -0.719], [0.066, -0.788, 0.171], [0.156, -0.186, -0.293], [0.121, 0.037, 0.480], [-0.391, 0.256, 0.366], [-0.147, 0.165, -0.077], [-0.193, 0.159, -0.008], [-0.140, -0.032, -0.725], [-0.127, -0.320, 0.524], [0.061, 0.381, 0.053], [-0.285, 0.509, -0.241], [0.449, -0.248, 0.816], [0.364, 0.401, -0.004], [-0.841, -1.007, -0.951], [0.960, 1.304, 0.643], [1.374, 1.441, 0.402], [-0.981, -0.486, 1.151], [0.590, 0.617, 0.793], [0.399, -0.713, 0.748], [-0.677, -0.622, -0.692], [0.214, 0.401, 0.477], [1.101, -0.583, -0.659], [0.081, -1.336, -1.865], [-0.085, -0.076, 0.804], [-0.400, 0.154, -0.079], [0.411, 0.219, 0.090], [0.289, 0.364, -0.090], [-0.403, -0.308, 0.236], [-1.020, -0.107, -0.001], [-0.296, -0.820, -0.313], [0.115, -0.027, -0.464], [-0.287, 0.394, 0.103], [0.232, 0.257, 0.070], [-0.277, 0.109, -0.215], [-0.142, 0.220, -0.039], [0.252, 0.252, 0.354], [0.471, 0.061, 0.283], [-0.492, 0.104, -0.508], [-0.157, 0.339, -0.433], [-0.121, -0.679, 0.003], [0.073, 0.349, -0.180], [-0.435, 0.107, 0.204], [0.173, 0.015, 0.113], [-1.073, -0.153, -0.135], [0.878, -0.759, -1.904], [0.150, 0.108, 0.961], [0.020, -1.227, -1.922], [0.659, 0.575, 0.197], [0.466, -0.489, 1.132], [0.990, -0.688, -0.234], [-1.030, -1.554, 0.749], [0.526, 1.731, -1.193], [-0.096, 1.322, 1.723], [0.232, 0.127, 0.120], [0.199, 0.422, -0.059], [-0.157, -0.089, -0.059], [-0.084, -0.683, -0.028], [-0.554, 1.087, 0.229], [-0.371, 0.227, -0.382], [-0.111, 0.143, -0.048], [0.297, 0.416, -0.206], [0.329, -0.608, -0.144], [-0.037, 0.102, 0.492], [0.231, 0.193, -0.354], [-1.026, 0.434, -0.021], [-0.343, 0.133, 0.010], [-0.129, 0.315, 0.640], [-0.174, 0.031, -0.339], [0.365, 0.167, 0.044], [-0.598, -0.613, 0.381], [-0.240, -0.185, -0.414], [0.219, -0.059, 0.425], [0.214, -0.198, 0.250], [-0.204, 1.193, 0.273], [0.548, 0.169, -0.711], [-2.240, -0.702, 1.735], [1.354, -0.725, -0.879], [0.336, -0.328, -0.455], [0.062, -0.057, -0.185], [0.235, -0.072, 0.331]],
  "e_homo_ha": -0.6049,
  "orbital_gap_ev": 9.39,
  "total_charge": 4,
  "energy_ha": -2275.50068
}

***

{
  "formula": "C18H20N8O",
  "method": "ωB97M-V with the def2-TZVPD basis set",
  "species": ["N", "N", "N", "N", "N", "O", "C", "C", "C", "C", "C", "C", "C", "C", "C", "N", "N", "N", "C", "C", "C", "C", "C", "C", "C", "C", "C", "H", "H", "H", "H", "H", "H", "H", "H", "H", "H", "H", "H", "H", "H", "H", "H", "H", "H", "H", "H"],
  "positions_angstrom": [[2.94302, 1.33434, -0.37660], [-4.11300, -1.58907, 0.34455], [-3.17754, -3.02189, 2.00181], [-0.26238, -0.01024, -0.52293], [0.38954, -0.65940, 1.51812], [2.36947, 3.34427, -3.30774], [2.45905, 1.77004, -1.48080], [-0.54405, -0.62173, 0.62281], [-4.14374, -2.53299, 1.27111], [-3.01404, -0.84538, 0.19932], [-2.08132, -2.35247, 1.72836], [0.91715, 0.42753, -0.75470], [1.60418, -0.12374, 1.33375], [1.98049, 0.49313, 0.12710], [-1.86287, -1.19532, 0.89337], [-5.40827, -2.89376, 1.60397], [1.23575, 1.18492, -1.85931], [2.40708, -0.13985, 2.48930], [3.15054, 2.81744, -2.23138], [1.12148, 3.93052, -3.17741], [0.34472, 1.41644, -3.06330], [3.32565, 0.89234, 2.63189], [0.12403, 2.82078, -3.59065], [3.21027, -0.48480, 4.62137], [1.66914, 1.05862, 4.23587], [1.89534, -0.43066, 3.78670], [3.23868, 1.01955, 4.13090], [-2.91716, 0.01692, -0.54923], [-1.24750, -2.80476, 2.23776], [-6.05699, -2.63238, 0.87247], [-5.62822, -2.82885, 2.56709], [3.42215, 3.51720, -1.49452], [3.97751, 2.42911, -2.74637], [1.13232, 4.81170, -3.86570], [0.94595, 4.35290, -2.17844], [0.90793, 0.97334, -3.95836], [-0.64766, 0.95754, -2.91316], [4.30092, 0.58916, 2.25484], [3.00606, 1.76823, 2.17953], [-0.90045, 3.15402, -3.32902], [0.22387, 2.79468, -4.70016], [3.15931, -0.50674, 5.69484], [4.04991, -0.91032, 4.25112], [1.22352, 1.02305, 5.23569], [1.21552, 1.78342, 3.61512], [1.02962, -0.96073, 3.86910], [3.89634, 1.73520, 4.65325]],
  "forces_ev_per_a": [[0.559, 0.027, 1.194], [0.500, 1.849, -1.214], [0.830, 0.694, -0.539], [-3.969, -1.390, -1.398], [1.055, -0.792, 2.099], [2.117, -0.143, -0.258], [-1.182, -1.037, -1.147], [1.328, 1.059, -1.166], [-2.224, 1.011, 0.244], [0.657, -0.154, -1.136], [2.911, 0.751, 0.297], [0.183, 0.959, -0.506], [0.927, -0.299, 2.559], [-1.043, -0.821, 0.468], [-1.286, -1.903, 0.698], [-0.620, -1.118, -1.343], [0.090, 1.353, -0.218], [-2.023, -2.603, -4.418], [-2.156, 0.215, -1.516], [-0.518, -0.099, 0.302], [2.056, -0.905, -1.135], [2.745, -0.205, 1.308], [-0.896, 2.289, -0.066], [-2.368, 3.360, -0.015], [1.574, -1.375, 2.190], [0.737, 2.667, 0.635], [-0.054, 0.766, 1.973], [-0.738, -1.413, 1.030], [0.734, 0.373, 0.033], [-0.305, 0.257, 0.824], [-0.482, -0.283, 0.569], [0.613, 1.387, 0.662], [1.462, -0.484, -0.365], [-0.418, -0.779, 0.332], [-0.033, -0.316, 0.090], [-0.962, -0.301, 1.588], [0.918, -0.224, 0.234], [0.315, 0.313, -0.013], [-0.371, 1.820, -1.104], [0.399, -0.040, -0.309], [-0.411, -0.195, 0.756], [-0.428, -0.288, 0.324], [2.221, -2.349, -1.129], [0.409, 0.509, 0.034], [-0.880, 0.401, -0.860], [-1.666, -2.387, -0.153], [-0.307, -0.158, -0.433]],
  "e_homo_ha": -0.2830,
  "de_lowest_ev": 1.202,
  "orbital_gap_ev": 8.32,
  "energy_ha": -1211.10346
}

***

{
  "formula": "C4H7N3",
  "method": "ωB97M-V with the def2-TZVPD basis set",
  "species": ["C", "C", "C", "C", "H", "H", "H", "H", "H", "H", "H", "N", "N", "N"],
  "positions_angstrom": [[-0.16392, 2.09798, 0.87595], [0.25157, 0.18981, -0.65472], [0.87958, -0.54748, -1.60874], [1.44256, -1.30525, -2.40654], [-1.37642, 1.23148, 1.43125], [-0.66382, 3.32403, 0.45925], [1.03483, 2.28960, 1.81321], [-0.53846, -0.00352, 1.35838], [0.06729, -2.38983, 0.82742], [-1.64552, -2.38487, 0.70526], [1.73414, -1.88283, -3.25255], [0.48700, 1.48724, -0.37042], [-0.65934, -0.35325, 0.37339], [-0.84948, -1.75309, 0.44887]],
  "forces_ev_per_a": [[-0.080, 1.347, -0.175], [-2.481, 5.000, 6.960], [2.438, -3.622, -3.989], [-2.041, 2.346, 1.971], [3.264, 3.586, -1.290], [1.807, -4.044, 1.686], [-4.023, -0.586, -2.664], [0.628, -0.332, -2.188], [-3.018, 2.763, -1.356], [0.219, 2.563, -0.429], [0.284, -0.078, 0.162], [-0.999, -1.720, 0.341], [-0.025, -2.963, 0.403], [4.026, -4.260, 0.569]],
  "e_homo_ha": -0.3238,
  "de_lowest_ev": 10.138,
  "orbital_gap_ev": 8.84,
  "energy_ha": -320.51072
}